[1]
{
  "formula": "C4H8OS",
  "method": "ωB97M-V with the def2-TZVPD basis set",
  "symbols": ["C", "C", "C", "C", "H", "H", "H", "H", "H", "H", "H", "H", "O", "S"],
  "positions_angstrom": [[-1.47894, -0.40795, 0.48326], [-0.60920, -1.25551, -0.57713], [0.72088, -0.64700, -0.37913], [1.54552, 1.61722, 0.14440], [-1.69548, 0.94576, 0.18629], [-2.67577, -0.57954, 0.25275], [-1.40886, -0.67908, 1.61615], [-1.25969, -1.08027, -1.55101], [-0.72404, -2.38993, -0.27083], [2.25233, 1.77135, -0.79226], [1.12715, 2.81525, 0.31986], [1.76578, 0.83652, 1.03439], [0.53908, 0.68847, -0.57437], [1.90124, -1.63527, 0.10761]],
  "forces_ev_per_a": [[-5.3, 2.1, -0.5], [-4.4, -0.3, 0.7], [-1.3, 0.7, -1.2], [-0.5, -0.2, -1.9], [1.6, -4.3, 1.3], [2.9, -0.4, 0.6], [0.5, 0.9, -2.1], [2.1, -0.3, 1.5], [0.7, 2.4, -0.8], [-0.4, -0.5, 2.8], [0.5, -4.1, -0.1], [0.6, 2.9, -1.7], [1.9, 0.4, 1.1], [1.2, 0.8, 0.3]],
  "nbo_charge": [-0.635, -0.518, 0.204, -0.319, 0.224, 0.213, 0.229, 0.248, 0.247, 0.219, 0.226, 0.247, -0.532, -0.053],
  "de_lowest_ev": 4.717,
  "spin_multiplicity": 1,
  "homo_ev": -8.73
}

***

[2]
{
  "formula": "C16H29LaN2",
  "method": "ωB97M-V with the def2-TZVPD basis set",
  "symbols": ["C", "H", "H", "H", "C", "H", "H", "C", "H", "H", "H", "C", "C", "C", "C", "C", "C", "C", "C", "C", "C", "La", "H", "H", "H", "H", "H", "H", "H", "H", "H", "H", "H", "H", "H", "H", "H", "C", "N", "C", "C", "N", "H", "H", "H", "H", "H", "H"],
  "positions_angstrom": [[0.55499, -0.96276, -3.33323], [0.18907, -1.98833, -3.55952], [1.04267, -0.53481, -4.21941], [-0.29828, -0.33283, -3.15159], [1.55721, -1.06145, -2.21065], [1.58360, -0.13630, -1.63095], [1.28695, -1.84268, -1.48563], [2.93594, -1.31872, -2.82670], [3.72401, -1.64245, -2.13117], [2.78819, -2.12528, -3.56093], [3.29248, -0.42996, -3.38410], [0.07505, 2.08403, 2.04044], [1.42377, 2.01473, 1.51561], [1.33287, 2.01328, 0.09570], [-0.03440, 2.05085, -0.25936], [-0.82131, 2.03898, 0.92652], [-2.31034, 2.00479, 0.95903], [-0.53470, 2.36126, -1.60816], [2.46673, 2.11369, -0.86057], [2.63117, 1.54036, 2.24467], [-0.30616, 1.59018, 3.39178], [0.32941, -0.20941, 1.51568], [-1.56105, 2.02990, -1.76935], [-0.51111, 3.45375, -1.73405], [0.07366, 1.92330, -2.40574], [-2.69374, 1.74232, -0.04054], [-2.71813, 1.26125, 1.66621], [-2.71396, 2.99878, 1.22601], [0.46699, 0.90221, 3.82895], [-0.44608, 2.41408, 4.11228], [-1.27178, 1.03639, 3.35127], [3.44502, 1.31873, 1.53307], [3.01887, 2.30393, 2.94488], [2.43991, 0.61152, 2.84794], [2.28931, 1.52671, -1.77056], [2.59032, 3.16146, -1.19095], [3.41416, 1.75145, -0.43707], [-4.33134, -3.60427, 0.79560], [-2.89609, -3.84048, 1.12263], [-2.49111, -5.21004, 1.57272], [-2.05981, -2.86291, 1.07972], [-1.34764, -1.90211, 1.13581], [-4.88134, -4.54058, 0.96174], [-4.43724, -3.29624, -0.25904], [-4.74085, -2.82479, 1.46028], [-1.75640, -5.64253, 0.87587], [-2.06814, -5.16419, 2.58871], [-3.39420, -5.83432, 1.58768]],
  "forces_ev_per_a": [[-0.3, -0.8, -0.6], [0.2, 0.7, -0.2], [-0.1, -0.3, 0.1], [-0.5, 0.2, 0.4], [0.6, 0.4, 0.5], [0.0, 0.1, 0.0], [0.0, -0.2, -0.2], [0.2, -0.3, -0.2], [-0.3, 0.2, -0.1], [0.3, 0.2, 0.2], [-0.2, -0.4, 0.3], [0.5, 0.5, -0.6], [-0.5, 0.6, -0.4], [0.0, 0.0, 0.7], [-0.2, 0.1, 0.8], [0.5, 0.3, -0.2], [-0.6, 0.2, -0.2], [-0.2, 0.0, -0.8], [0.4, 0.0, -0.5], [0.5, 0.7, 0.1], [-0.3, 0.3, 0.8], [1.1, -1.6, -1.1], [0.0, 0.1, 0.0], [0.0, -0.2, -0.1], [0.0, 0.1, 0.2], [0.0, 0.1, 0.5], [0.1, 0.3, -0.1], [0.0, -0.5, 0.0], [-0.3, 0.4, 0.1], [0.1, -0.5, 0.0], [0.2, 0.3, 0.2], [-0.3, 0.0, 0.4], [-0.2, -0.6, 0.0], [0.2, 0.2, 0.0], [0.0, 0.3, 0.2], [0.1, -0.4, 0.3], [-0.2, 0.3, -0.1], [-0.3, 0.5, -0.2], [-0.1, -0.4, -0.1], [0.4, 0.0, 0.1], [1.0, 1.8, 0.6], [-2.2, -2.8, -0.5], [0.3, 0.4, -0.1], [0.0, -0.2, 0.5], [0.2, -0.4, -0.3], [-0.3, 0.2, 0.3], [-0.2, 0.0, -0.4], [0.4, 0.3, 0.0]],
  "nbo_charge": [-0.620, 0.224, 0.229, 0.204, -0.403, 0.167, 0.175, -0.612, 0.216, 0.227, 0.219, -0.239, -0.167, -0.058, -0.035, -0.134, -0.652, -0.660, -0.659, -0.654, -0.691, 2.092, 0.233, 0.261, 0.239, 0.242, 0.213, 0.269, 0.209, 0.326, 0.235, 0.260, 0.297, 0.169, 0.235, 0.265, 0.229, -0.401, -0.431, -0.400, 0.714, -0.749, 0.246, 0.234, 0.228, 0.234, 0.228, 0.246],
  "total_charge": 2,
  "de_lowest_ev": 0.000,
  "spin_multiplicity": 1,
  "homo_ev": -15.07
}

***

[3]
{
  "formula": "C3H3N5",
  "method": "ωB97M-V with the def2-TZVPD basis set",
  "symbols": ["C", "C", "C", "H", "H", "H", "N", "N", "N", "N", "N"],
  "positions_angstrom": [[-0.84038, -0.77116, -0.57727], [0.91691, 1.10431, 0.11640], [0.68094, 0.37522, 1.24203], [-2.45355, -0.31562, -1.44116], [1.53318, 2.04431, 0.08578], [0.91978, 0.76933, 2.16706], [-2.07568, -0.79233, -0.59732], [0.14892, -0.38461, -1.50262], [0.84569, 0.59476, -1.17384], [0.45024, -1.00454, 1.28181], [-0.12605, -1.61967, 0.39913]],
  "forces_ev_per_a": [[1.1, -2.0, 0.5], [0.6, 0.4, -0.7], [-0.4, -0.6, -1.5], [0.3, -0.2, 0.7], [-1.1, -0.9, 0.6], [0.5, 0.7, 1.7], [-1.2, 0.7, -1.0], [-0.9, 0.7, -0.2], [1.2, 0.1, 0.0], [1.0, 1.0, 0.8], [-1.1, 0.1, -0.9]],
  "nbo_charge": [0.416, -0.100, -0.078, 0.360, 0.235, 0.217, -0.586, -0.143, -0.126, -0.108, -0.086],
  "de_lowest_ev": 3.279,
  "spin_multiplicity": 1,
  "homo_ev": -9.59
}

***

[4]
{
  "formula": "C19H22NO2S2",
  "method": "ωB97M-V with the def2-TZVPD basis set",
  "symbols": ["C", "C", "C", "C", "C", "S", "C", "C", "C", "S", "C", "C", "H", "H", "H", "H", "H", "H", "H", "H", "H", "H", "H", "C", "C", "O", "C", "C", "N", "C", "C", "C", "C", "C", "O", "H", "H", "H", "H", "H", "H", "H", "H", "H", "H", "H"],
  "positions_angstrom": [[-3.87212, 0.07043, 2.38374], [-3.17018, -1.11845, 2.24835], [-1.80263, -1.12284, 2.32099], [-1.07236, 0.07434, 2.53497], [0.33094, 0.05943, 2.60301], [1.15819, 1.60820, 2.71973], [2.70791, 1.23636, 1.92837], [3.36605, 0.05424, 2.62547], [2.80068, -1.25238, 2.08560], [1.10503, -1.52641, 2.58941], [-1.82267, 1.27123, 2.67966], [-3.19195, 1.25941, 2.60460], [-4.94801, 0.07006, 2.31932], [-3.69858, -2.04264, 2.08434], [-1.25797, -2.04225, 2.20503], [2.50125, 0.99267, 0.88208], [3.34700, 2.12510, 1.92901], [4.46422, 0.08193, 2.54819], [3.13201, 0.11645, 3.69822], [2.81817, -1.24349, 0.99187], [3.39965, -2.11407, 2.40023], [-1.30186, 2.19561, 2.85475], [-3.74241, 2.17758, 2.73081], [2.54824, 3.58173, -3.53097], [2.05777, 2.14962, -3.44180], [1.01816, 1.99300, -2.49992], [0.68854, 0.65368, -2.37481], [-0.53263, 0.36982, -1.73169], [-1.09942, -0.89692, -1.65984], [-0.41665, -2.03105, -2.02768], [-0.99458, -3.26792, -1.99974], [-2.31484, -3.39187, -1.61227], [-3.02077, -2.26185, -1.23949], [-2.40895, -1.03699, -1.25775], [1.40340, -0.24149, -2.83599], [3.15943, 3.75586, -4.41705], [1.70900, 4.27477, -3.56543], [3.14424, 3.85216, -2.66017], [1.66188, 1.79987, -4.40653], [2.86904, 1.46182, -3.16351], [-1.09455, 1.20380, -1.35548], [0.59969, -1.90913, -2.35542], [-0.43089, -4.14024, -2.28900], [-2.79119, -4.36026, -1.61249], [-4.05429, -2.34295, -0.94045], [-2.95099, -0.14595, -0.99027]],
  "forces_ev_per_a": [[0.1, -0.1, 0.0], [-0.2, -0.1, 0.0], [0.6, 0.4, 0.1], [-2.0, -0.1, 0.4], [2.3, -0.1, -0.3], [-1.1, -0.7, -0.3], [0.8, -0.5, -0.3], [0.3, -0.2, 0.6], [0.9, 0.4, -0.3], [-0.9, 1.1, -0.1], [0.6, -0.4, 0.0], [-0.1, 0.2, 0.1], [-0.2, 0.0, 0.0], [-0.1, -0.1, 0.0], [-0.1, -0.3, -0.1], [0.0, 0.2, 0.1], [-0.4, 0.0, 0.3], [-0.4, -0.1, -0.3], [0.3, 0.0, -0.2], [0.0, -0.1, 0.1], [-0.4, 0.1, 0.2], [0.0, 0.3, 0.0], [0.0, 0.1, 0.0], [-0.4, 0.1, 0.4], [1.0, -0.2, -1.0], [-0.8, -0.9, 0.8], [0.1, -0.9, -0.2], [-0.1, 0.9, 0.5], [0.1, 0.1, -0.2], [0.4, 0.2, 0.0], [-0.8, -0.1, 0.2], [-0.2, -0.6, 0.0], [0.2, 0.0, 0.0], [0.3, -0.1, -0.1], [0.4, 0.7, -0.1], [0.0, -0.2, 0.0], [-0.1, 0.0, -0.1], [0.0, 0.0, 0.1], [0.3, 0.2, 0.1], [-0.1, 0.3, -0.3], [-0.5, -0.1, 0.0], [0.0, 0.4, 0.1], [0.2, 0.1, -0.1], [-0.1, -0.1, 0.0], [-0.1, 0.1, 0.0], [0.2, 0.3, 0.0]],
  "nbo_charge": [-0.105, -0.211, -0.125, -0.140, -0.165, 0.455, -0.555, -0.428, -0.546, 0.459, -0.111, -0.221, 0.237, 0.238, 0.231, 0.245, 0.272, 0.253, 0.225, 0.244, 0.268, 0.230, 0.242, -0.627, -0.074, -0.523, 0.705, -0.338, -0.223, -0.002, -0.211, -0.210, -0.216, 0.000, -0.693, 0.226, 0.216, 0.202, 0.180, 0.190, 0.207, 0.280, 0.239, 0.229, 0.232, 0.221],
  "total_charge": 1,
  "de_lowest_ev": 0.252,
  "spin_multiplicity": 1,
  "homo_ev": -9.63
}

***

[5]
{
  "formula": "C4H7N3S",
  "method": "ωB97M-V with the def2-TZVPD basis set",
  "symbols": ["C", "C", "C", "C", "H", "H", "H", "H", "H", "H", "H", "N", "N", "N", "S"],
  "positions_angstrom": [[0.73776, -1.38612, -0.91736], [0.46229, 1.02729, -0.79262], [-0.41371, 0.82463, 0.49324], [-1.74741, 0.34951, 0.34910], [-0.00070, -1.56754, -0.10838], [0.72817, -2.32554, -1.59290], [1.74138, -1.39579, -0.38882], [-0.33334, -0.17390, -2.30863], [1.47421, 1.25714, -0.47698], [0.01797, 1.85125, -1.45413], [0.27075, 0.30881, 3.84824], [0.45611, -0.12653, -1.65406], [0.15187, 0.74117, 1.63702], [-2.79989, -0.11119, 0.27891], [-0.74546, 0.72680, 3.08737]],
  "forces_ev_per_a": [[0.1, -1.3, -0.4], [-1.9, 0.5, -0.7], [1.5, -0.5, -0.1], [-1.3, 0.3, -0.3], [0.2, -0.1, -0.4], [0.0, 1.8, 0.9], [-1.0, 0.5, -0.9], [0.5, -0.1, 0.8], [0.1, 0.2, 0.2], [0.7, -0.7, 1.3], [0.1, 0.1, 0.0], [0.5, -1.3, 0.2], [0.3, 1.1, 0.2], [0.2, 0.1, -0.1], [-0.1, -0.5, -0.6]],
  "nbo_charge": [-0.435, -0.233, 0.108, 0.195, 0.174, 0.215, 0.202, 0.378, 0.218, 0.220, 0.123, -0.632, -0.492, -0.267, 0.226],
  "de_lowest_ev": 2.816,
  "spin_multiplicity": 1,
  "homo_ev": -9.09
}

***

[6]
{
  "formula": "C9H14O",
  "method": "ωB97M-V with the def2-TZVPD basis set",
  "symbols": ["C", "C", "H", "H", "H", "H", "H", "H", "C", "C", "C", "C", "C", "C", "C", "O", "H", "H", "H", "H", "H", "H", "H", "H"],
  "positions_angstrom": [[-0.54033, -2.67768, 1.36578], [-0.30985, -2.03500, 2.74726], [-1.59019, -2.76410, 1.06399], [-0.11539, -2.02830, 0.59949], [-0.20199, -3.70914, 1.26945], [0.54235, -1.35882, 2.65282], [0.05585, -2.74216, 3.48938], [-1.18721, -1.45232, 3.01188], [-0.66545, 0.65724, -3.28889], [0.84198, 1.55093, 0.62308], [1.29302, 0.38987, 0.01174], [-0.16723, 2.34918, 0.08083], [0.84343, 0.14436, -1.29034], [-0.57993, 2.01996, -1.20799], [-0.07962, 0.94238, -1.94394], [1.54174, 1.93344, 1.75913], [1.97415, -0.25331, 0.54275], [1.12834, 1.68470, 2.56422], [-0.56265, 3.18845, 0.63101], [1.28546, -0.62742, -1.92031], [-1.18600, 2.75313, -1.73834], [-0.02590, 1.18137, -4.02018], [-1.58778, 1.22782, -3.38517], [-0.70682, -0.37457, -3.61764]],
  "forces_ev_per_a": [[-0.6, 0.0, -0.3], [0.6, -0.1, -0.9], [-0.1, 0.2, 0.5], [0.2, -0.3, -0.1], [0.6, 0.2, 0.0], [-0.1, 0.3, 0.0], [-0.7, -0.1, 0.3], [0.1, -0.1, 0.6], [1.1, 1.5, -0.9], [0.1, -0.3, 0.8], [-0.7, 0.7, -1.1], [0.8, -0.9, -0.5], [0.6, -0.7, -0.5], [-0.1, 0.9, -0.2], [-0.6, 0.1, 1.5], [0.4, 0.6, -0.8], [0.3, 0.0, -0.1], [-0.8, -0.4, 1.0], [0.1, 0.2, -0.1], [-0.1, -0.4, 0.5], [-0.4, -0.3, 0.2], [0.0, -0.3, -0.1], [-0.4, -0.6, 0.0], [-0.3, -0.1, 0.3]],
  "nbo_charge": [-0.620, -0.617, 0.203, 0.211, 0.206, 0.197, 0.210, 0.210, -0.632, 0.275, -0.258, -0.256, -0.187, -0.191, -0.045, -0.712, 0.227, 0.480, 0.225, 0.206, 0.203, 0.218, 0.221, 0.226],
  "de_lowest_ev": 0.842,
  "spin_multiplicity": 1,
  "homo_ev": -8.74
}